ORCA calculation (ωB97M-V/def2-TZVPD) on a molecular structure, C20H41Cl18NO in a non-equilibrium geometry.

```
81
C20H41Cl18NO | the Open Molecules 2025 dataset | ωB97M-V/def2-TZVPD
C -1.51 -3.00 1.97
Cl -0.76 -3.08 -3.21
Cl -0.48 -5.12 -0.50
H 1.55 0.63 -2.71
H -1.46 3.12 -0.33
C 0.36 0.38 -0.32
C 1.70 -2.74 -0.42
Cl -0.51 -2.19 0.72
C -1.83 3.41 1.88
H -2.32 -2.37 3.93
H -2.62 -4.46 -1.59
Cl 2.00 -1.15 0.45
H 2.39 -2.12 3.23
Cl -0.17 4.25 1.69
H 2.38 -2.84 -1.27
C 1.80 -3.93 0.48
H -2.48 1.68 -1.86
Cl 2.72 -0.15 4.61
H -1.34 -0.30 0.87
Cl -2.90 -0.68 2.45
H -3.98 0.76 -1.66
H 3.87 2.69 1.30
H 2.32 3.69 -0.18
H -0.43 4.45 0.12
C 3.32 -0.49 -2.55
H -0.29 2.80 -3.29
C -0.84 0.62 0.56
H -2.38 -3.82 0.05
H 4.23 2.09 -0.32
H -2.61 4.15 2.03
H -0.71 -2.36 -0.92
Cl 3.38 -4.00 1.31
C 1.76 -1.30 3.58
Cl -4.52 -0.08 -4.50
Cl 2.38 -2.03 -2.72
H 0.63 1.52 -2.47
H 4.10 -0.71 -1.81
H -0.93 1.75 2.88
Cl 3.36 0.40 1.16
H -2.02 3.06 0.87
H 1.74 2.27 -0.91
H -0.95 -3.79 2.46
H -0.47 1.03 1.50
C 3.51 2.06 0.49
H 2.16 0.51 -1.00
C -1.74 2.45 3.08
H 1.16 0.03 0.32
C -1.90 -4.00 -0.91
H -2.37 -3.54 1.56
C 0.24 3.37 -1.41
N -0.66 3.70 -0.53
H 1.83 -0.15 1.86
Cl 0.02 -1.02 -1.38
C -3.51 1.28 -3.78
H -1.59 2.84 4.09
Cl -2.08 1.66 -0.21
H 0.97 -1.75 4.18
C 1.03 -0.67 2.39
O 1.35 3.99 -1.40
H 0.73 -2.77 -0.91
H -2.61 1.41 -4.38
H -4.11 2.19 -3.85
Cl 3.27 2.14 -2.31
H -1.12 1.66 -2.31
H 0.63 -1.47 1.77
H 0.72 1.23 -0.90
C -1.81 -1.97 3.06
C 2.14 2.64 0.03
C -3.11 0.92 -2.30
Cl -2.26 -0.59 -2.25
Cl -3.28 1.50 3.16
H 3.76 -0.34 -3.53
C -1.44 -2.77 -1.62
Cl 0.86 2.36 1.21
H -2.24 -2.04 -1.74
H 0.96 -3.87 1.19
C -0.19 2.23 -2.37
C 2.42 0.59 -2.06
Cl -0.15 0.52 3.03
H 1.76 -4.84 -0.12
H -0.87 -1.50 3.35
```

As for the net charge: 0. The gap between HOMO and LUMO comes out at 8.02 eV. The LUMO energy is 0.00680 Eh. The value obtained for the energy is -250305.8122 eV.

ORCA calculation (ωB97M-V/def2-TZVPD) on a molecular structure, C20H41IN2O6P.

```
71
C20H41IN2O6P | the Open Molecules 2025 dataset | ωB97M-V/def2-TZVPD
H 4.35 2.99 -6.02
H -6.24 0.89 1.28
H 6.53 2.28 -6.93
O -0.95 -2.47 0.04
H 1.37 1.89 -0.35
H -5.30 -0.66 3.57
H 6.80 3.46 -5.63
C 2.48 -5.18 -0.74
H -3.33 2.63 2.63
C 6.43 2.45 -5.85
H 3.31 3.98 -0.31
H 0.51 -4.33 -1.15
H -6.00 -1.51 0.73
C -0.82 -3.22 4.40
H 0.62 -5.17 0.39
H -4.91 -3.10 3.55
H -6.51 -2.81 4.24
C 1.18 -4.54 -0.31
H 7.07 1.73 -5.35
H 1.97 3.81 -1.45
H 1.14 2.04 1.40
C -5.91 -2.72 3.33
H -0.30 -4.46 2.70
P 0.31 -2.29 0.78
C -0.70 -3.47 2.92
C 5.46 2.09 -2.97
H -1.66 -3.37 2.40
C 4.91 2.60 -1.85
O -1.50 2.82 1.12
O -4.82 0.70 -0.18
C -5.34 -1.04 1.47
H -1.56 -2.46 4.63
H -1.10 -4.14 4.92
H -2.92 2.36 -0.32
C -5.88 -1.27 2.87
C 0.62 1.83 0.46
H 0.14 -2.89 4.80
O 1.48 -3.28 0.33
O 0.20 -2.48 2.36
H 4.61 1.29 -5.65
H 3.05 5.22 -1.55
H -2.38 0.99 0.66
C 0.04 0.42 0.46
H 2.38 -6.26 -0.78
H -0.73 0.36 1.23
H -6.35 -3.38 2.58
H 0.00 3.91 0.32
C -2.63 2.06 0.69
C 3.80 3.39 -3.56
H -4.51 2.95 1.33
H 3.26 -4.94 -0.01
H -4.78 -0.12 -0.69
N 4.75 2.60 -4.04
H 3.08 3.94 -4.15
H 1.63 -0.48 1.62
H 2.81 -4.83 -1.72
H -6.90 -0.88 2.87
C 2.99 4.16 -1.34
I -3.41 -1.94 1.13
C -3.75 2.25 1.70
N 3.87 3.41 -2.23
H 1.82 -0.70 -0.12
H -0.47 0.23 -0.49
O -4.33 1.00 2.04
C -5.24 0.44 1.14
H 6.29 1.42 -3.11
C -0.44 2.91 0.21
H 5.16 2.45 -0.81
C 4.98 2.30 -5.46
C 1.09 -0.67 0.69
H -0.81 2.82 -0.83
```

As for the net charge: +1. The gap between HOMO and LUMO comes out at 7.44 eV. The LUMO energy is -0.10557 Eh. The value obtained for the energy is -54055.6914 eV.